Entry 1:
{
  "formula": "C8H11N2O2",
  "method": "the ωB97M-V functional and the def2-TZVPD basis",
  "e_above_lowest_ev": 4.237,
  "energy_ha": -571.0666,
  "homo_ev": [-12.164, -12.165],
  "orbital_gap_ev": [8.41, 8.41],
  "smiles": "C[N+](C)=COc1cccc[n+]1[O-]",
  "total_charge": 1,
  "molar_mass_g_mol": 167.19,
  "spin_multiplicity": 1,
  "elements": ["C", "N", "C", "C", "O", "C", "C", "C", "C", "C", "N", "O", "H", "H", "H", "H", "H", "H", "H", "H", "H", "H", "H"],
  "positions_angstrom": [[-2.8961, 0.8047, 0.7906], [-1.8430, 0.0831, 0.0238], [-2.2649, -0.7369, -1.0693], [-0.6090, 0.1157, 0.3744], [0.3338, -0.5477, -0.3163], [1.6222, -0.3063, -0.0453], [2.5951, -1.3141, -0.0740], [3.9029, -0.9407, -0.0055], [4.3500, 0.3341, 0.0260], [3.4269, 1.3239, 0.0903], [2.0944, 0.9848, -0.0232], [1.2389, 1.9586, -0.0338], [-3.3134, 0.1136, 1.4921], [-3.6475, 1.0497, 0.0204], [-2.3361, 1.6334, 1.1638], [-1.6197, -1.6620, -1.1123], [-2.3095, -0.1790, -2.0399], [-3.2657, -1.1626, -0.6398], [-0.3341, 0.7796, 1.1152], [2.1539, -2.2905, 0.0092], [4.5306, -1.7476, 0.0888], [5.3364, 0.5093, 0.2580], [3.5837, 2.2988, 0.2383]],
  "nbo_charge": [-0.39, -0.28, -0.45, 0.55, -0.42, 0.40, -0.21, -0.18, -0.19, 0.04, 0.07, -0.58, 0.23, 0.24, 0.23, 0.25, 0.26, 0.24, 0.23, 0.24, 0.23, 0.24, 0.24]
}

=====

Entry 2:
{
  "formula": "C8H11N2O3",
  "method": "the ωB97M-V functional and the def2-TZVPD basis",
  "e_above_lowest_ev": 4.115,
  "energy_ha": -646.2701,
  "homo_ev": -12.918,
  "orbital_gap_ev": 7.53,
  "total_charge": 1,
  "molar_mass_g_mol": 183.19,
  "spin_multiplicity": 1,
  "elements": ["C", "C", "C", "C", "C", "C", "C", "C", "N", "N", "O", "O", "O", "H", "H", "H", "H", "H", "H", "H", "H", "H", "H", "H"],
  "positions_angstrom": [[-1.4368, 0.7614, -0.2602], [2.5131, 0.0139, -0.1378], [-2.7134, 0.4809, 0.1302], [-3.3391, -0.8186, 0.1427], [0.7086, 0.0852, -0.4876], [-4.8411, -0.6370, 0.0663], [4.5510, -1.2268, 0.5065], [3.8387, 0.1656, 0.2813], [1.7580, -0.8011, -0.7958], [-0.8142, 1.9953, -0.3855], [-2.7537, -1.8779, 0.1356], [-0.4747, -0.2377, -0.5735], [1.3667, 1.0179, 0.0953], [-3.4216, 1.2810, 0.3287], [-5.3271, -1.3717, 0.7685], [-5.2932, 0.3601, 0.1512], [-5.0777, -1.0634, -0.9513], [5.4885, -1.0242, 1.0581], [4.8702, -1.7763, -0.3850], [3.8937, -1.7506, 1.1071], [4.1891, 0.6541, -0.6171], [3.9571, 0.8461, 1.1929], [-1.4620, 2.7461, -0.1727], [-0.1803, 2.1776, -1.1978]],
  "nbo_charge": [0.50, 0.70, -0.38, 0.54, 0.94, -0.74, -0.58, -0.55, -0.47, -0.82, -0.51, -0.33, -0.46, 0.25, 0.26, 0.23, 0.26, 0.25, 0.25, 0.22, 0.30, 0.30, 0.42, 0.41]
}

=====

Entry 3:
{
  "formula": "C8H11N5O",
  "method": "the ωB97M-V functional and the def2-TZVPD basis",
  "e_above_lowest_ev": 9.377,
  "energy_ha": -660.1375,
  "homo_ev": -9.087,
  "orbital_gap_ev": 8.55,
  "molar_mass_g_mol": 193.21,
  "spin_multiplicity": 1,
  "elements": ["C", "C", "C", "C", "C", "C", "C", "C", "H", "H", "H", "H", "H", "H", "H", "H", "H", "H", "H", "N", "N", "N", "N", "N", "O"],
  "positions_angstrom": [[4.5240, -0.4610, 0.1621], [1.9436, -0.1839, 0.0293], [1.5386, 1.9778, -0.2140], [-0.2138, 0.6589, -0.6148], [-2.4292, -0.4426, 0.2032], [-3.5763, 0.3256, 0.7239], [-4.7562, -0.1313, 0.1609], [0.5727, -0.4751, -0.2767], [4.5631, -0.2307, -1.0624], [4.9501, 0.7609, 0.5346], [5.2186, -1.4095, 0.5441], [2.8130, -1.8699, 0.6767], [2.0868, 2.9725, -0.2005], [-2.0738, 1.5615, -0.5015], [-2.9743, -0.9508, -0.6982], [-1.9572, -0.9089, 0.8963], [-3.7509, 1.1922, 1.6107], [-5.8618, -0.0093, 0.3647], [-4.5991, -0.7858, -0.6064], [3.0919, -0.9542, 0.5742], [2.3801, 1.0902, -0.1123], [0.1926, 1.8494, -0.4054], [-1.6213, 0.4457, -0.7483], [0.4546, -1.8255, -0.2138], [-0.5156, -2.1960, -0.8266]],
  "nbo_charge": [-0.46, 0.47, 0.32, 0.44, -0.25, -0.23, -0.35, -0.16, 0.21, 0.25, 0.23, 0.40, 0.18, 0.39, 0.24, 0.20, 0.23, 0.21, 0.17, -0.61, -0.53, -0.52, -0.59, 0.10, -0.33]
}

=====

Entry 4:
{
  "formula": "C8H11N5O",
  "method": "the ωB97M-V functional and the def2-TZVPD basis",
  "e_above_lowest_ev": 5.055,
  "energy_ha": -660.2964,
  "homo_ev": -7.631,
  "orbital_gap_ev": 8.36,
  "molar_mass_g_mol": 193.21,
  "spin_multiplicity": 1,
  "elements": ["C", "C", "C", "C", "C", "C", "C", "C", "N", "N", "N", "N", "N", "O", "H", "H", "H", "H", "H", "H", "H", "H", "H", "H", "H"],
  "positions_angstrom": [[-2.3871, -0.1956, -1.0631], [0.2050, 1.4743, 1.4443], [0.9569, 0.3486, 1.6405], [0.2053, 2.1460, 0.1414], [1.8188, -0.0879, 0.6041], [0.9727, 1.6571, -0.8389], [1.8504, 0.5498, -0.5798], [-3.4834, 0.2416, -0.1859], [-2.0423, 0.3913, -2.2262], [-0.8877, -0.1460, -2.6730], [-0.6115, -1.0620, -1.7965], [-1.4307, -1.1521, -0.7497], [-1.3557, -1.7980, 0.2890], [2.6726, 0.1389, -1.5763], [-0.2612, 1.9240, 2.2980], [0.9629, -0.2500, 2.5364], [-0.4797, 2.9974, -0.0609], [2.5107, -0.8925, 0.8699], [1.3097, 2.4041, -1.6197], [0.2119, -1.6937, -1.9642], [-3.3018, 0.1369, 0.8238], [-3.7671, 1.2434, -0.3703], [-4.4555, -0.1890, -0.3586], [-0.7029, -2.5323, 0.2362], [2.6452, 0.9076, -2.2450]],
  "nbo_charge": [0.22, -0.25, -0.17, -0.18, -0.31, -0.30, 0.30, -0.66, -0.24, -0.09, -0.20, 0.11, -0.60, -0.67, 0.21, 0.22, 0.22, 0.22, 0.21, 0.42, 0.24, 0.24, 0.23, 0.32, 0.48]
}

=====

Entry 5:
{
  "formula": "C8H11N5S2",
  "method": "the ωB97M-V functional and the def2-TZVPD basis",
  "e_above_lowest_ev": 0.000,
  "energy_ha": -1381.5594,
  "homo_ev": -7.968,
  "orbital_gap_ev": 8.09,
  "smiles": "CSC(=N/N=C(\\N)c1cnccn1)SC",
  "molar_mass_g_mol": 241.35,
  "spin_multiplicity": 1,
  "elements": ["C", "S", "C", "N", "N", "C", "N", "C", "C", "N", "C", "C", "N", "S", "C", "H", "H", "H", "H", "H", "H", "H", "H", "H", "H", "H"],
  "positions_angstrom": [[-1.1288, 2.0487, 0.5604], [-2.7666, 1.2781, 0.4706], [-2.4380, -0.2896, -0.3394], [-1.3421, -0.8240, -0.6308], [-0.1005, -0.3682, -0.6587], [0.8152, -0.8868, 0.0800], [0.5875, -1.7324, 1.1343], [2.1923, -0.4564, -0.1379], [2.5411, 0.5055, -1.0948], [3.7902, 0.8830, -1.2758], [4.7163, 0.3124, -0.5134], [4.3825, -0.6475, 0.4315], [3.1312, -1.0307, 0.6202], [-3.8554, -1.2688, -0.7101], [-5.2526, -0.1856, -0.2914], [-1.3080, 3.0632, 0.9046], [-0.6747, 2.0579, -0.4242], [-0.5055, 1.5160, 1.2720], [-0.2590, -2.2789, 1.0973], [1.4120, -2.1834, 1.4996], [1.7883, 0.9639, -1.7187], [5.7353, 0.6349, -0.6725], [5.1264, -1.1262, 1.0540], [-5.2031, 0.7238, -0.8813], [-6.1433, -0.7514, -0.5451], [-5.2408, 0.0426, 0.7695]],
  "nbo_charge": [-0.73, 0.20, -0.05, -0.34, -0.31, 0.36, -0.82, 0.11, 0.03, -0.37, -0.01, 0.00, -0.40, 0.28, -0.75, 0.23, 0.24, 0.23, 0.40, 0.41, 0.22, 0.20, 0.20, 0.23, 0.24, 0.23]
}

=====

Entry 6:
{
  "formula": "C8H11NO",
  "method": "the ωB97M-V functional and the def2-TZVPD basis",
  "e_above_lowest_ev": 5.237,
  "energy_ha": -441.2551,
  "homo_ev": -7.903,
  "orbital_gap_ev": 8.49,
  "smiles": "CC(=C=N)C1CC1.C=C=O",
  "molar_mass_g_mol": 137.18,
  "spin_multiplicity": 1,
  "elements": ["C", "C", "C", "N", "C", "C", "C", "H", "H", "H", "H", "H", "H", "H", "H", "H", "C", "C", "O", "H", "H"],
  "positions_angstrom": [[-0.2961, 0.4657, 2.0651], [0.1436, 0.8000, 0.6823], [-0.5197, 1.7238, 0.0160], [-1.1854, 2.6578, -0.3749], [1.2935, 0.1135, 0.0030], [1.1880, -0.4206, -1.4007], [2.0186, 0.7898, -1.1373], [0.5424, 0.3040, 2.6056], [-0.7533, 1.2905, 2.3970], [-0.9348, -0.3140, 1.9822], [-2.0027, 2.5994, -0.8871], [2.0538, -0.5157, 0.4959], [0.3253, -0.1565, -1.8483], [1.7586, -1.2680, -1.6124], [3.0255, 0.7812, -1.2253], [1.7498, 1.8171, -1.3328], [-2.6821, -1.6121, -0.3460], [-3.1731, -0.4034, -0.4254], [-3.7808, 0.6273, -0.4850], [-3.2826, -2.4072, 0.0722], [-1.6232, -1.9707, -0.2405]],
  "nbo_charge": [-0.58, -0.22, 0.41, -0.63, -0.23, -0.41, -0.41, 0.21, 0.22, 0.21, 0.38, 0.22, 0.21, 0.22, 0.20, 0.21, -0.80, 0.72, -0.48, 0.27, 0.28]
}

=====

Entry 7:
{
  "formula": "C8H11NO2",
  "method": "the ωB97M-V functional and the def2-TZVPD basis",
  "e_above_lowest_ev": 4.508,
  "energy_ha": -516.5329,
  "homo_ev": -8.549,
  "orbital_gap_ev": 9.34,
  "smiles": "O=C=C1C[C@H]2CC[C@]1(NO)C2",
  "molar_mass_g_mol": 153.18,
  "spin_multiplicity": 1,
  "elements": ["O", "C", "C", "C", "C", "C", "C", "C", "N", "O", "C", "H", "H", "H", "H", "H", "H", "H", "H", "H", "H", "H"],
  "positions_angstrom": [[1.4237, 1.5415, -2.8462], [1.1093, 1.0667, -1.8239], [0.8450, 0.4549, -0.7267], [1.5694, 0.8849, 0.5809], [0.6234, 0.2772, 1.5788], [-0.7950, 0.9123, 1.3014], [-1.4478, 0.1496, 0.1462], [-0.1982, -0.6357, -0.3615], [-0.3525, -1.6309, -1.4983], [-1.3676, -1.4261, -2.4233], [0.3945, -1.1572, 0.9024], [2.6523, 0.7228, 0.6221], [1.3065, 1.9273, 0.5728], [0.9275, 0.2556, 2.5780], [-0.6255, 1.9706, 0.9460], [-1.3938, 1.0361, 2.1939], [-1.7589, 0.7853, -0.7029], [-2.2445, -0.6153, 0.3823], [-0.6916, -2.4549, -1.0376], [-1.1715, -0.7306, -3.0058], [-0.2653, -1.6920, 1.6635], [1.4607, -1.6420, 0.9579]],
  "nbo_charge": [-0.47, 0.71, -0.38, -0.39, -0.20, -0.42, -0.42, 0.10, -0.31, -0.58, -0.43, 0.22, 0.21, 0.22, 0.21, 0.22, 0.22, 0.21, 0.34, 0.46, 0.22, 0.23]
}

=====

Entry 8:
{
  "formula": "C8H11NO2PS2",
  "method": "the ωB97M-V functional and the def2-TZVPD basis",
  "energy_ha": -1654.1456,
  "homo_ev": -13.311,
  "orbital_gap_ev": 9.32,
  "total_charge": 1,
  "molar_mass_g_mol": 248.29,
  "spin_multiplicity": 1,
  "elements": ["O", "C", "O", "C", "C", "S", "P", "S", "C", "C", "C", "C", "C", "N", "H", "H", "H", "H", "H", "H", "H", "H", "H", "H", "H"],
  "positions_angstrom": [[1.4605, 1.1509, 1.9636], [2.2917, 0.4079, 1.5193], [3.0270, -0.4508, 2.2743], [2.6315, 0.3559, 0.0360], [1.5074, 0.8837, -0.8526], [0.3069, -0.2712, -1.6027], [0.7115, -2.2985, -0.8747], [0.7780, -2.6126, 1.0058], [-1.2885, 0.1050, -0.8431], [-1.4406, 0.1589, 0.5349], [-2.7130, 0.4936, 0.9825], [-3.7145, 0.7421, 0.0575], [-3.4241, 0.6347, -1.3002], [-2.2140, 0.3153, -1.7528], [3.6433, 0.0300, 2.8440], [3.0209, -0.6247, -0.2304], [3.4645, 1.0545, -0.0971], [0.8964, 1.5981, -0.3015], [1.9224, 1.3882, -1.7242], [1.8770, -2.5412, -1.6083], [-0.3103, -2.8974, -1.6181], [-0.6248, -0.0247, 1.2184], [-2.9118, 0.5660, 2.0434], [-4.7108, 1.0177, 0.3731], [-4.1867, 0.8187, -2.0470]],
  "nbo_charge": [-0.55, 0.81, -0.71, -0.55, -0.52, 0.53, 0.66, -0.37, 0.02, -0.23, -0.14, -0.20, 0.05, -0.40, 0.52, 0.25, 0.27, 0.29, 0.26, 0.02, 0.03, 0.26, 0.25, 0.25, 0.22]
}

=====

What did the third record say?
{
  "formula": "C8H11N5O",
  "method": "the ωB97M-V functional and the def2-TZVPD basis",
  "e_above_lowest_ev": 9.377,
  "energy_ha": -660.1375,
  "homo_ev": -9.087,
  "orbital_gap_ev": 8.55,
  "molar_mass_g_mol": 193.21,
  "spin_multiplicity": 1,
  "elements": ["C", "C", "C", "C", "C", "C", "C", "C", "H", "H", "H", "H", "H", "H", "H", "H", "H", "H", "H", "N", "N", "N", "N", "N", "O"],
  "positions_angstrom": [[4.5240, -0.4610, 0.1621], [1.9436, -0.1839, 0.0293], [1.5386, 1.9778, -0.2140], [-0.2138, 0.6589, -0.6148], [-2.4292, -0.4426, 0.2032], [-3.5763, 0.3256, 0.7239], [-4.7562, -0.1313, 0.1609], [0.5727, -0.4751, -0.2767], [4.5631, -0.2307, -1.0624], [4.9501, 0.7609, 0.5346], [5.2186, -1.4095, 0.5441], [2.8130, -1.8699, 0.6767], [2.0868, 2.9725, -0.2005], [-2.0738, 1.5615, -0.5015], [-2.9743, -0.9508, -0.6982], [-1.9572, -0.9089, 0.8963], [-3.7509, 1.1922, 1.6107], [-5.8618, -0.0093, 0.3647], [-4.5991, -0.7858, -0.6064], [3.0919, -0.9542, 0.5742], [2.3801, 1.0902, -0.1123], [0.1926, 1.8494, -0.4054], [-1.6213, 0.4457, -0.7483], [0.4546, -1.8255, -0.2138], [-0.5156, -2.1960, -0.8266]],
  "nbo_charge": [-0.46, 0.47, 0.32, 0.44, -0.25, -0.23, -0.35, -0.16, 0.21, 0.25, 0.23, 0.40, 0.18, 0.39, 0.24, 0.20, 0.23, 0.21, 0.17, -0.61, -0.53, -0.52, -0.59, 0.10, -0.33]
}